(1)
23
Properties=species:S:1:pos:R:3:mulliken_charge:R:1 method="wB97M-V/def2-TZVPD" orbital_gap_ev=11.061 e_lumo_ha=-0.0996 relative_energy_kcal_mol=3.1 total_charge=+1 smiles="C1CN2CC[N+]3=[P@@]2(O1)OCC3"
C 0.5898 -2.4524 -0.5391 -0.274
C -0.6167 -2.3247 0.4314 -0.541
N -0.8317 -0.9344 0.8160 -0.012
C -1.8348 -0.1131 0.1985 -0.535
C -1.1668 0.7545 -0.9808 -0.435
N 0.2962 0.9505 -0.7132 0.112
P 0.7298 -0.1730 0.4255 0.431
O 1.4929 -1.4579 0.0240 -0.328
O 1.6209 0.6729 1.3940 -0.391
C 1.6675 2.0477 0.9732 -0.303
C 0.8482 2.2585 -0.3212 -0.510
H 0.9882 -3.4599 -0.2779 0.337
H 0.4174 -2.3633 -1.6801 0.274
H -1.5742 -2.7749 -0.0329 0.317
H -0.2758 -2.7822 1.3866 0.337
H -2.1737 0.5784 0.9435 0.337
H -2.7189 -0.7261 -0.1080 0.343
H -1.3603 0.1897 -1.9093 0.311
H -1.5285 1.7958 -0.9173 0.272
H 2.7237 2.0929 0.7076 0.352
H 1.1752 2.6981 1.6897 0.325
H -0.0001 2.9888 -0.2925 0.320
H 1.5317 2.5344 -1.2176 0.262

=====

(2)
20
Properties=species:S:1:pos:R:3:mulliken_charge:R:1 method="wB97M-V/def2-TZVPD" orbital_gap_ev="6.137 / 7.872" e_lumo_ha="-0.0621 / -0.0211" relative_energy_kcal_mol=11.0
C 0.8851 1.9739 1.6356 -0.610
C 0.1552 0.8033 1.6816 -0.378
C 1.0918 2.6214 0.4262 -0.622
C -0.1850 0.9047 -0.7396 -0.197
C -0.3671 0.2742 0.5093 0.587
C 0.5604 2.0967 -0.7326 0.593
C -0.8566 -2.0182 1.0206 0.118
N -0.7506 0.4076 -1.8661 -0.451
N -0.1087 -3.2946 -1.2740 0.780
O -0.2752 -2.5360 -2.1953 -0.508
O 0.2801 -4.4200 -1.2032 -0.457
O -1.1761 -0.8547 0.4932 -0.317
Cl 0.8098 2.9110 -2.2405 -0.255
Br -2.3370 -3.0251 1.6149 -0.066
Br 0.7644 -2.3276 1.9424 -0.013
H 1.2842 2.3954 2.5427 0.377
H -0.0417 0.3265 2.6271 0.542
H 1.6617 3.5364 0.3866 0.415
H -0.9614 -0.5816 -1.8939 0.223
H -0.4333 0.8069 -2.7351 0.239

=====

(3)
13
Properties=species:S:1:pos:R:3:mulliken_charge:R:1 method="wB97M-V/def2-TZVPD" orbital_gap_ev=10.855 e_lumo_ha=-0.1824 relative_energy_kcal_mol=104.4 total_charge=+1
C 1.7997 0.0042 -0.2587 -0.592
C 0.7199 -0.5353 0.5626 0.060
C 0.6013 0.8488 0.1290 0.007
C -1.7546 -0.0043 0.0691 -0.723
N -0.2886 -0.1358 -0.3310 -0.315
H 2.6789 0.1891 0.3455 0.285
H 1.8830 -0.4561 -1.3414 0.159
H 0.5509 -1.1682 1.5160 0.342
H 0.3549 1.8734 0.3013 0.412
H -1.5916 0.8259 0.7728 0.312
H -2.4672 0.3870 -0.6163 0.348
H -2.2541 -0.9939 0.5356 0.296
H -0.2326 -0.8348 -1.6847 0.409

=====

(4)
88
Properties=species:S:1:pos:R:3:mulliken_spin:R:1 method="wB97M-V/def2-TZVPD" orbital_gap_ev="7.321 / 6.994" e_lumo_ha="-0.0799 / -0.0983" s_squared=8.762 relative_energy_kcal_mol=0.0 total_charge=+1 multiplicity=6
Mn 0.5731 -0.3647 -0.7319 4.794
C -2.0578 -3.1073 0.9456 0.010
C -2.5230 -2.7371 -0.4607 -0.004
C -2.1431 -3.8478 -1.4409 -0.002
P -1.8022 -1.1300 -0.9970 0.112
C -2.6859 -0.7387 -2.5760 -0.015
C -1.8124 0.1092 -3.5006 0.067
C -4.0619 -0.1223 -2.3450 0.004
C -2.2979 0.0969 0.2513 -0.008
C -3.4580 -0.0497 1.0201 -0.003
C -3.8316 0.8700 1.9818 0.011
C -5.0851 0.7028 2.7947 0.000
C -2.9925 1.9727 2.1715 -0.003
C -1.8438 2.1471 1.4321 0.025
C -1.4663 1.2211 0.4436 0.026
N -0.2996 1.3835 -0.3063 -0.118
C 0.1655 2.7000 -0.5474 -0.031
C 1.4991 3.0327 -0.2549 -0.069
C 2.4015 2.0709 0.4654 0.137
C 1.9962 4.2841 -0.6049 -0.001
C 1.2096 5.2383 -1.2319 0.010
C 1.7501 6.5952 -1.5863 -0.001
C -0.1119 4.9013 -1.5008 -0.006
C -0.6516 3.6632 -1.1747 0.001
C -2.0988 3.4128 -1.5089 0.004
H -2.5767 -4.0075 1.2794 -0.001
H -2.2462 -2.3206 1.6756 0.002
H -0.9900 -3.3328 0.9392 0.004
H -3.6112 -2.6146 -0.4684 0.003
H -1.0571 -3.9204 -1.5441 -0.003
H -2.5735 -3.7131 -2.4320 -0.001
H -2.5005 -4.8050 -1.0586 0.001
H -2.8150 -1.7147 -3.0518 -0.004
H -1.5490 1.0620 -3.0399 -0.022
H -2.3471 0.3264 -4.4268 0.000
H -0.8947 -0.4172 -3.7665 0.003
H -3.9826 0.8573 -1.8725 0.000
H -4.6892 -0.7465 -1.7066 0.000
H -4.5766 -0.0003 -3.2994 0.000
H -4.0992 -0.9100 0.8613 -0.001
H -5.6355 -0.1871 2.4909 0.000
H -5.7478 1.5615 2.6790 0.000
H -4.8575 0.6090 3.8580 0.001
H -3.2516 2.7112 2.9221 0.000
H -1.2160 3.0141 1.5992 0.002
H 1.9973 1.7920 1.4407 -0.006
H 3.3850 2.5111 0.6266 0.004
H 2.5756 1.1466 -0.0914 -0.041
H 3.0277 4.5204 -0.3659 0.000
H 2.8337 6.6286 -1.4828 0.000
H 1.3294 7.3636 -0.9353 0.001
H 1.4979 6.8648 -2.6125 0.000
H -0.7519 5.6254 -1.9948 0.000
H -2.3758 3.9502 -2.4160 0.000
H -2.7515 3.7592 -0.7042 0.000
H -2.3163 2.3571 -1.6509 0.001
C 0.8968 -0.8119 2.6735 0.013
P 1.7480 -1.4663 1.2039 0.164
C 3.5164 -1.1421 1.4420 -0.072
C 4.3147 -0.8702 0.3361 0.013
C 5.6805 -0.6813 0.4852 0.006
C 6.2538 -0.7572 1.7449 0.000
C 5.4642 -1.0306 2.8546 0.000
C 4.1012 -1.2274 2.7046 -0.004
C 1.6081 -3.2720 1.3153 -0.056
C 1.8745 -4.0096 0.1626 0.001
C 1.7723 -5.3908 0.1749 0.014
C 1.3943 -6.0448 1.3404 0.001
C 1.1286 -5.3171 2.4904 0.001
C 1.2349 -3.9333 2.4809 0.002
H 1.3242 -1.1773 3.6054 -0.005
H -0.1576 -1.0896 2.6242 -0.001
H 0.9590 0.2758 2.6562 0.002
H 3.8723 -0.8011 -0.6523 0.000
H 6.2945 -0.4712 -0.3803 0.000
H 7.3179 -0.6047 1.8646 0.000
H 5.9125 -1.0950 3.8368 0.000
H 3.5005 -1.4560 3.5755 0.000
H 2.1640 -3.5018 -0.7521 -0.005
H 1.9825 -5.9573 -0.7224 0.000
H 1.3075 -7.1230 1.3507 0.000
H 0.8360 -5.8263 3.3989 0.000
H 1.0140 -3.3811 3.3849 0.000
Cl 2.0092 0.1064 -2.8565 0.031
C 1.3730 1.7205 -3.4015 -0.009
Cl 1.1881 1.7475 -5.1393 0.002
H 2.0939 2.4613 -3.0759 0.002
H 0.4147 1.8530 -2.9157 0.014

=====

(5)
11
Properties=species:S:1:pos:R:3:mulliken_spin:R:1 method="wB97M-V/def2-TZVPD" orbital_gap_ev="7.298 / 7.403" e_lumo_ha="-0.0039 / -0.0586" s_squared=0.751 relative_energy_kcal_mol=84.3 multiplicity=2
O 3.2720 0.0592 -0.4428 0.003
C 2.6480 -0.9300 -0.0866 -0.018
O 2.6084 -2.1094 -0.1891 0.001
C -2.2884 0.3403 -0.0089 0.002
O -0.8731 0.4901 0.0883 -0.032
C -0.1272 -0.5921 0.3341 0.015
O 1.0840 -0.1359 0.4693 -0.018
Mg 1.5782 1.9452 -0.0629 1.045
H -2.7484 0.9528 0.7742 -0.001
H -2.5999 0.6950 -0.9976 0.000
H -2.5535 -0.7151 0.1220 0.002

=====

(6)
33
Properties=species:S:1:pos:R:3:mulliken_charge:R:1 method="wB97M-V/def2-TZVPD" orbital_gap_ev=9.506 e_lumo_ha=0.0243 relative_energy_kcal_mol=20.4 smiles="COC(=O)Cc1nc(C2CCCCC2)cs1"
C 4.5102 1.7094 2.9364 -0.663
O 3.1281 2.0595 3.1819 -0.321
C 2.2799 1.2543 2.5454 0.493
O 2.5200 0.1734 2.0370 -0.548
C 0.8122 1.6897 2.5815 -0.262
C 0.3065 1.5917 1.1845 0.514
N -0.6430 0.7435 0.8698 -0.388
C -0.9689 0.7987 -0.4800 -0.255
C -2.1053 0.0025 -1.0723 0.621
C -2.3678 -1.2695 -0.2715 -1.125
C -1.2985 -2.3104 -0.4123 -0.445
C -1.0278 -2.6298 -1.8690 -0.714
C -0.8686 -1.3841 -2.7524 -0.571
C -1.9959 -0.3849 -2.5371 -1.170
C -0.2658 1.7220 -1.1858 -0.480
S 0.9103 2.5310 -0.1601 -0.206
H 4.7807 1.6229 1.8746 0.296
H 4.7671 0.7557 3.3914 0.304
H 5.1388 2.4682 3.4273 0.242
H 0.2684 0.9738 3.1812 0.217
H 0.6967 2.7219 2.9531 0.249
H -3.0083 0.6377 -0.9808 0.279
H -2.4318 -0.9923 0.7971 0.387
H -3.3403 -1.7282 -0.5075 0.466
H -0.3554 -2.0443 0.1020 0.235
H -1.6170 -3.2297 0.0933 0.353
H -0.1121 -3.2868 -1.9980 0.317
H -1.8897 -3.1427 -2.2622 0.332
H 0.0908 -0.9308 -2.5235 0.322
H -0.8761 -1.6865 -3.7942 0.392
H -2.9309 -0.8158 -2.9113 0.461
H -1.7370 0.4677 -3.1861 0.308
H -0.3696 1.9122 -2.2524 0.361

=====

(7)
18
Properties=species:S:1:pos:R:3:mulliken_charge:R:1 method="wB97M-V/def2-TZVPD" orbital_gap_ev=9.979 e_lumo_ha=0.0261 relative_energy_kcal_mol=29.4 smiles="CC(=O)O.C=CO.O"
C 2.4398 -1.7875 0.0635 -1.157
C 1.3425 -0.7741 -0.0184 1.153
O 1.1960 0.1568 0.8312 -0.832
O 0.7350 -0.7435 -1.1934 -0.482
H 2.0023 -2.7802 -0.0448 0.309
H 3.1442 -1.6185 -0.7477 0.349
H 2.9398 -1.7260 1.0222 0.302
H 0.1469 0.0432 -1.2604 0.441
C -2.7904 2.0972 -0.8032 -0.698
C -1.6912 1.9750 -0.0762 0.102
O -0.4763 1.6783 -0.6247 -0.634
H -2.7695 1.9838 -1.8753 0.250
H -3.7334 2.3192 -0.3349 0.246
H -1.6968 2.1111 1.0004 0.270
H 0.1814 1.4825 0.0764 0.393
O -0.1468 -1.8255 1.2872 -0.692
H 0.2459 -0.8851 1.6561 0.387
H -1.0695 -1.7068 1.0420 0.293

=====

(8)
7
Properties=species:S:1:pos:R:3:mulliken_charge:R:1 method="wB97M-V/def2-TZVPD" orbital_gap_ev=10.376 e_lumo_ha=0.0266 relative_energy_kcal_mol=54.6 smiles=C#CC
C -2.2500 -0.5008 0.0026 -0.480
C -1.1575 0.0744 0.1336 0.375
C 0.1181 0.3289 0.0103 -0.938
H -2.9961 0.3106 0.4518 0.213
H 0.4754 -0.3251 0.7335 0.272
H 0.4823 0.0661 -1.0536 0.240
H 0.2337 1.3493 0.1984 0.318